DFT (ωB97M-V/def2-TZVPD) results for a structure of composition C12H12AsF5N2S5V.

Geometry as ORCA input:
```
! wB97M-V def2-TZVPD RIJCOSX def2/J DEFGRID3
* xyz -2 2
As -3.66668 0.10960 1.10809
V -0.63764 0.15945 0.66193
S 1.71639 -0.26520 1.01708
S -4.67297 0.10768 2.96848
S -5.00449 0.05148 -0.55773
S -2.23490 1.82046 0.93380
S -2.16759 -1.54029 0.93820
F -0.33537 0.10228 3.14264
F 4.31457 -0.42237 2.58435
F 2.49923 0.03903 6.87940
F 0.00760 0.23083 5.81182
F 4.63848 -0.28490 5.23908
N -0.50810 0.08405 -1.49686
N -0.21351 -0.03822 -4.07038
C 1.05814 0.07103 5.00160
C 0.15281 -1.31340 -3.44634
C 1.96448 -0.17376 2.74572
C -1.80622 0.32401 -2.18376
C 3.40078 -0.18859 4.71154
C 0.90151 -0.00053 3.63072
C 3.21575 -0.25746 3.34229
C 2.32278 -0.02437 5.54829
C 0.63135 1.01547 -3.50461
C -0.01105 -1.25309 -1.90368
C 0.46012 1.10451 -1.96400
C -1.61324 0.25599 -3.72064
H -2.24427 -0.52138 -4.15657
H 1.40391 0.94085 -1.44822
H -1.88403 1.20237 -4.19505
H 1.18546 -1.54299 -3.72195
H -2.18170 1.28834 -1.85645
H -0.48579 -2.08976 -3.87234
H 1.66991 0.79279 -3.76248
H 0.93638 -1.42564 -1.39385
H 0.07315 2.07740 -1.65963
H 0.36458 1.95938 -3.98523
H -2.52018 -0.41339 -1.82808
H -0.72968 -1.98165 -1.53716
*
```

Properties
Calculated total energy, Ha: -6244.12693
Strongest force on any atom, eV/A: 0.90
Relative energy (zero: lowest compared OMol25 entry of this formula, charge and spin), eV: 0.2580
Kohn-Sham gap (spin up / spin down), eV: 4.99 / 4.47
HOMO energy (spin up / spin down), eV: -0.642 / -0.117
Lowest unoccupied orbital energy (spin up / spin down), eV: 4.4 / 4.4
Expectation value of S²: 1.175



DFT (ωB97M-V/def2-TZVPD) results for a cluster of 6 separate species, C25H38N3O13 in total at a distorted geometry.

Geometry as ORCA input:
```
! wB97M-V def2-TZVPD RIJCOSX def2/J DEFGRID3
* xyz 1 1
O -4.58108 1.78277 -1.49921
O -4.63166 -0.89045 -9.31909
O -5.30600 -0.68853 -7.16400
O 0.38296 -0.02505 7.28199
O -0.02395 -2.24727 1.75424
O 1.52634 -0.59182 1.79736
O 7.16562 -0.38961 2.55647
O 0.24679 1.68847 -4.17094
O 5.39257 0.50660 3.64815
O -1.72404 0.24326 -0.35224
O -3.55289 0.45059 -2.76914
O -1.64668 0.20975 6.29849
O 0.78343 -0.42453 -4.79753
N -4.34368 -2.31675 -0.33919
N -2.72827 -0.60923 -0.55457
N -4.60736 1.33743 -2.61402
C -4.70066 -1.64687 -1.59816
C 6.53644 -2.64194 2.59867
C 0.88320 0.48001 3.77546
C -3.81565 0.94074 -7.97705
C -3.19301 -1.71487 0.28196
C -0.50864 -0.12499 -1.08120
C -0.42685 -1.65497 -1.55076
C 1.77654 1.45225 -5.94385
C 0.09065 1.41897 9.09903
C -5.11696 0.27688 -6.12566
C 2.01244 0.32825 2.78512
C 5.32451 -1.80160 2.93762
C 0.52072 -1.33359 2.33115
C 0.93650 0.28683 8.56631
C -3.82199 0.97787 -6.46396
C 0.22846 -0.88328 3.73585
C 0.91143 0.76635 -4.92306
C -3.63457 -0.53871 -1.70976
C 5.92817 -0.43517 3.11810
C -0.90578 0.40910 7.22917
C -1.26858 1.11984 8.50375
C 7.44690 -1.64339 1.92418
C 0.55183 3.00228 -4.65667
C -4.59660 -0.31210 -8.26528
C 1.86110 2.86016 -5.39532
H 2.75922 0.98456 -6.00341
H 2.00691 3.62197 -6.16292
H 0.45990 2.37309 8.70933
H 4.84251 -2.14242 3.85428
H -1.23382 -1.85333 -2.33651
H 7.00156 -3.00394 3.52118
H -0.26146 3.32930 -5.31151
H 1.27479 1.42224 -6.91404
H 1.21992 0.77601 4.77004
H 4.60773 -1.76874 2.11296
H -5.97170 0.96019 -6.12461
H 6.30946 -3.50796 1.97445
H -0.30880 0.54594 -1.99370
H -1.85027 0.44416 9.13539
H 2.26908 1.27656 2.30963
H 0.63008 3.69527 -3.81691
H -3.75689 1.98584 -6.04935
H -1.82755 2.03287 8.29875
H 7.23993 -1.54841 0.85398
H 0.88090 -0.60601 9.19607
H -4.34190 1.79581 -8.40790
H -5.06697 -0.22848 -5.15888
H -2.80263 0.87193 -8.37334
H 0.69424 -1.57923 4.43780
H 0.17634 1.23696 3.41963
H 2.91217 -0.09328 3.24167
H -0.84512 -0.81803 3.91261
H -2.66197 -1.96670 1.27086
H -0.59512 -2.40743 -0.69498
H 8.50037 -1.89468 2.05923
H 0.36932 0.03053 -0.33852
H 0.08891 1.47905 10.18863
H -4.82253 -3.12395 0.08893
H 0.59231 -1.93997 -2.01293
H 2.69471 2.92920 -4.68905
H -2.97544 0.39940 -6.07896
H -5.56297 -1.90785 -2.29529
H 1.98313 0.57590 8.45499
*
```

Properties
Calculated total energy, Ha: -2117.36132
Strongest force on any atom, eV/A: 6.43
Kohn-Sham gap, eV: 7.92
HOMO energy, eV: -11.826
Lowest unoccupied orbital energy, eV: -3.9



DFT (ωB97M-V/def2-TZVPD) results for an isolated molecule of C3H8Si2 at a distorted geometry.

Geometry as ORCA input:
```
! wB97M-V def2-TZVPD RIJCOSX def2/J DEFGRID3
* xyz 0 1
Si 0.45177 -1.42009 -0.00243
Si -1.66254 -0.42472 -0.03711
C 1.38401 0.27966 -0.15763
C -0.92677 1.35159 0.07006
C 0.37201 1.41789 -0.09765
H -2.50121 -0.74459 1.11377
H -2.38067 -0.40167 -1.32290
H 0.68751 2.45471 -0.12854
H 0.39865 -1.76029 1.44852
H 0.92989 -2.61714 -0.77224
H -1.58552 2.10680 0.43487
H 1.86987 0.44612 0.82436
H 2.20272 0.48954 -0.99590
*
```

Properties
Calculated total energy, Ha: -698.01472
Strongest force on any atom, eV/A: 3.65
Relative energy (zero: lowest compared OMol25 entry of this formula, charge and spin), eV: 0.2697
Kohn-Sham gap, eV: 10.18
HOMO energy, eV: -9.198
Lowest unoccupied orbital energy, eV: 1.0
Structure (SMILES): C1=C[SiH2][SiH2]C1



DFT (ωB97M-V/def2-TZVPD) results for a cluster of 2 separate species, C18H36FNO2 in total.

Geometry as ORCA input:
```
! wB97M-V def2-TZVPD RIJCOSX def2/J DEFGRID3
* xyz 0 1
F 5.65361 -1.46555 -0.94622
O 4.26976 -0.07955 2.43880
O 2.29262 1.50013 0.72523
N -4.16290 -3.57654 -2.72736
C -1.86561 2.41842 -1.97848
C -2.16684 -1.27067 -0.63657
C 1.00376 3.28319 -0.19303
C 0.25469 3.78438 -1.44675
C -3.15597 -1.13025 0.52646
C 4.55491 -0.49330 3.75270
C -2.52879 -0.61497 1.82118
C -3.56145 -0.20687 2.86580
C 4.47226 -1.44158 -0.21722
C 2.93150 -0.32234 2.07877
C 1.83756 2.05176 -0.49342
C -1.27891 3.68777 -1.33764
C -2.48102 -5.56183 -2.54575
C 2.68436 0.13713 0.65360
C 3.88485 -0.04975 -0.27019
C -2.12728 -0.09030 -1.61167
C -3.42223 -4.45263 -2.64620
C -2.09827 1.29258 -0.96987
H 0.29583 3.01136 0.59432
H -4.33326 0.42423 2.41600
H 0.57304 3.17349 -2.30058
H -2.41386 -2.16477 -1.21391
H -1.21837 -0.18451 -2.21981
H -1.86985 0.23176 1.60574
H -1.17283 2.04549 -2.74171
H 2.69328 -1.39270 2.18545
H -3.61234 -2.10432 0.73369
H 0.56378 4.80305 -1.68742
H -2.97058 -0.16519 -2.30815
H 5.63232 -0.41193 3.89073
H 1.83723 -0.44486 0.25170
H -1.74871 4.57877 -1.75946
H -1.15492 -1.43015 -0.23946
H -1.54373 3.68305 -0.27390
H -3.98679 -0.47557 0.23613
H 1.22126 1.31370 -1.03541
H 4.64954 0.68849 -0.01934
H -2.94933 -6.39975 -2.03291
H -2.80313 2.66089 -2.48658
H 4.04632 0.13532 4.49435
H -3.03266 1.48447 -0.43165
H -1.28837 1.32049 -0.22775
H 3.80382 -2.17135 -0.68348
H 1.65071 4.06748 0.20589
H 3.56327 0.13912 -1.29821
H 4.25165 -1.53770 3.91242
H 4.71247 -1.75193 0.80156
H -1.60121 -5.24895 -1.98604
H -3.10778 0.34955 3.68754
H 2.68054 2.31516 -1.14687
H -1.89617 -1.40988 2.23377
H 2.24827 0.23961 2.72979
H -4.06427 -1.07938 3.29035
H -2.17531 -5.87918 -3.54083
*
```

Properties
Calculated total energy, Ha: -1012.49539
Strongest force on any atom, eV/A: 0.37
Kohn-Sham gap, eV: 10.29
HOMO energy, eV: -9.768
Lowest unoccupied orbital energy, eV: 0.5
Structure (SMILES): CCCCCCCCCCCO[C@@H](CCF)COC.CC#N



DFT (ωB97M-V/def2-TZVPD) results for a cluster of 3 separate species, C19H47BBrFO12P3 in total at a distorted geometry.

Geometry as ORCA input:
```
! wB97M-V def2-TZVPD RIJCOSX def2/J DEFGRID3
* xyz -1 1
Br -5.64067 -2.52905 0.29638
P -5.28385 -3.47895 2.36075
P 0.91888 7.37625 0.73625
P 1.44133 -5.24000 -3.17045
F -3.13891 -2.93403 4.14432
O 1.55679 8.47246 1.62447
O 0.30977 6.50708 2.02204
O 0.20614 6.15148 -0.25615
O 1.84366 -6.56810 -4.20350
O -4.25021 -4.87830 2.25501
O -0.46266 8.23798 0.42682
O 1.08123 -4.05132 -2.24584
O 0.79785 -1.36785 2.50351
O 1.58828 -4.31160 -4.53553
O -2.85845 -0.12509 3.41873
O -0.14373 -5.69067 -3.42391
O -0.22369 1.21312 1.47697
C -3.85858 -0.89013 2.65247
C -1.92026 -4.28940 -2.57686
C 3.21349 -2.02192 2.63060
C 0.84668 3.96436 0.58881
C 2.77856 -3.57016 -4.71167
C -2.55279 1.15595 2.69785
C 0.64969 -8.55023 -3.45965
C -1.09429 -5.54812 -2.37709
C 1.00806 5.00552 -0.50297
C -0.22207 -1.41809 1.44973
C 1.03803 6.44549 3.24089
C 3.89891 -4.46359 -5.20917
C 1.98125 -7.83112 -3.56863
C -0.46977 8.67220 -1.94537
C -0.40600 9.25951 -0.54826
C 0.46841 7.42654 4.25062
C -0.56738 0.00480 0.72201
C 2.11204 -0.93826 2.00918
C -0.92679 1.32321 2.75677
B -4.30428 -2.23737 3.50194
H 2.19423 -0.80065 0.85098
H 0.41402 8.44290 3.84962
H -1.32284 7.99171 -2.04281
H -2.59460 -4.13089 -1.73068
H -0.60472 -5.56007 -1.39753
H -0.55430 7.14371 4.51992
H 3.25123 -2.91417 1.87034
H 0.66778 4.58197 -1.45417
H -4.79634 -0.16712 2.53372
H -5.00816 -1.86125 4.38328
H 4.77769 -3.86851 -5.47252
H 2.65839 -8.42493 -4.19221
H 2.05515 5.29631 -0.62282
H -1.68651 -0.03332 0.33159
H 1.07679 7.44346 5.15918
H -3.67924 -4.81303 1.43204
H -3.01946 2.01090 3.37628
H -0.71000 2.42138 3.16995
H -0.56129 9.46534 -2.69255
H 0.21053 -2.13759 0.60121
H 0.05699 -8.43300 -4.37172
H 0.05899 -8.14697 -2.63095
H -1.26618 9.91485 -0.38645
H -1.75619 -6.41923 -2.40940
H 4.27134 -1.52702 2.73781
H 0.79895 -9.61604 -3.26285
H 1.20843 2.98855 0.25132
H -1.24518 -1.92322 1.79046
H 2.44949 -7.71156 -2.58794
H 0.93968 5.42907 3.63486
H -0.19782 3.87188 0.90084
H 2.37358 0.09528 2.53740
H -2.51827 -4.36840 -3.49043
H 0.09520 0.03607 -0.27073
H -1.29269 -3.40085 -2.69253
H -3.37303 -1.17360 1.60903
H 0.49945 9.86145 -0.41819
H 1.42997 4.23822 1.47372
H 0.43312 8.09604 -2.16499
H 2.57344 -2.79247 -5.45241
H 2.10624 6.61532 3.06931
H 2.89053 -2.41081 3.71041
H -3.01762 1.10654 1.62555
H 3.06039 -3.07320 -3.77749
H 3.57993 -5.03486 -6.08790
H -0.53186 0.59354 3.59962
H 4.19008 -5.18434 -4.44030
*
```

Properties
Calculated total energy, Ha: -5377.67507
Strongest force on any atom, eV/A: 9.95
Kohn-Sham gap, eV: 3.45
HOMO energy, eV: -4.040
Lowest unoccupied orbital energy, eV: -0.6



DFT (ωB97M-V/def2-TZVPD) results for an isolated molecule of C20H26N4O3.

Geometry as ORCA input:
```
! wB97M-V def2-TZVPD RIJCOSX def2/J DEFGRID3
* xyz 0 1
O 3.62160 -2.47357 0.14958
O -4.02696 2.66107 -1.08187
O 0.79201 -0.20673 -2.41021
N -1.81165 -1.24373 -0.12893
N -0.10404 -2.81062 -0.23522
N 0.58247 -2.05837 -1.11656
N 3.24657 -0.66096 -1.15962
C -5.01777 -0.00548 1.27291
C -3.01165 0.62727 -0.49677
C 3.31676 1.28365 0.31612
C 1.86910 -2.59765 -1.51165
C -1.85675 0.69271 -1.30955
C -3.98479 -0.90353 1.13366
C 4.13008 0.24865 -0.46544
C -5.07930 1.19300 0.55737
C 5.10639 1.73971 2.05368
C -1.90596 -3.39980 1.16897
C -1.23186 -2.44222 0.23896
C 4.14938 2.35351 1.03434
C 4.91037 3.24161 0.05195
C 3.01167 -1.91173 -0.73476
C -5.06602 3.60024 -0.95088
C -1.14307 -0.44840 -1.06892
C -4.08178 1.52996 -0.33566
C -3.03864 -4.14582 0.46024
C 0.13719 -0.85818 -1.60435
C -2.96608 -0.58534 0.23510
H 4.74188 -0.35414 0.20742
H 5.89831 1.18600 1.55640
H 2.00171 -2.43967 -2.58479
H -6.03174 3.17333 -1.23984
H -3.77855 -3.45621 0.06044
H -2.63559 -4.73141 -0.36208
H -3.99140 -1.80903 1.71323
H 3.43804 2.98818 1.57724
H -5.92144 1.84589 0.72113
H 2.71260 0.75169 1.05577
H 4.57608 1.06219 2.71852
H -2.27486 -2.87132 2.04801
H 1.86455 -3.65985 -1.26836
H -1.14868 -4.11487 1.49007
H -4.81476 4.41435 -1.62867
H -1.58485 1.47935 -1.98166
H 2.63010 1.77695 -0.37776
H 4.77030 0.73910 -1.20273
H -3.53196 -4.82056 1.15513
H 5.56584 2.52114 2.65509
H 5.37111 4.07361 0.57987
H 5.69828 2.68362 -0.44734
H -5.81688 -0.23053 1.96313
H -5.13066 3.98668 0.07136
H 2.60697 -0.25894 -1.84011
H 4.23833 3.64521 -0.70197
*
```

Properties
Calculated total energy, Ha: -1222.48767
Strongest force on any atom, eV/A: 0.95
Relative energy (zero: lowest compared OMol25 entry of this formula, charge and spin), eV: 1.9560
Kohn-Sham gap, eV: 8.26
HOMO energy, eV: -7.946
Lowest unoccupied orbital energy, eV: 0.3
Structure (SMILES): CCc1nn(CC(=O)NCCC(C)C)c(=O)c2cc3c(OC)cccc3n12